15 unconnected molecules or ions with the total composition H30O15. Source: the Open Molecules 2025 dataset; level of theory: ωB97M-V/def2-TZVPD.

```
! wB97M-V def2-TZVPD RIJCOSX def2/J DEFGRID3
* xyz 0 1
H -3.207 -0.783 -1.686
H -1.907 -3.553 -1.254
H -1.728 2.335 -0.916
H -0.786 -2.300 3.045
O 1.289 -3.762 0.445
H 1.911 -2.196 -1.421
O -0.276 0.051 0.887
O -4.952 0.399 1.907
H 2.129 2.380 -1.415
H -2.510 5.368 -0.112
O -2.842 -3.443 -1.294
H 5.089 -1.113 -0.160
H 1.835 0.827 1.212
H 0.910 -4.529 -0.059
H -3.779 -1.094 0.621
H -4.450 -0.151 -0.429
O 2.607 -1.554 -1.637
H 0.365 0.557 0.483
O -2.570 1.868 -0.608
O 3.689 1.004 -2.284
H -4.758 -0.221 2.519
H -2.675 0.521 -2.301
H 3.409 1.248 -1.406
O 4.787 -0.640 0.629
O 2.236 0.354 0.554
H 1.234 -3.059 -0.128
H -1.157 -2.998 1.715
H 1.903 0.748 -0.250
O 1.191 2.213 -1.048
H 3.388 1.084 2.225
H -2.999 -2.462 -1.316
H 2.128 -0.701 -1.920
H -1.246 4.610 0.083
O 4.070 1.694 2.248
O -3.577 -0.449 -0.057
H 0.282 -0.638 1.312
H -4.131 0.783 1.546
H 3.853 0.083 -2.254
O -0.713 -2.220 2.061
O -2.600 -0.433 -2.274
H 4.179 1.953 3.201
O -2.177 4.540 -0.093
H -2.317 1.091 -0.146
H 3.828 -0.435 0.384
H 1.042 3.023 -0.610
*
```

Summary:
Orbital gap ... 10.11 eV
HOMO ... -10.5 eV


A molecular structure, H30O19PZr2. Source: the Open Molecules 2025 dataset; level of theory: ωB97M-V/def2-TZVPD.

```
! wB97M-V def2-TZVPD RIJCOSX def2/J DEFGRID3
* xyz 5 1
H -18.344 -10.154 16.428
H -20.208 -16.307 19.268
H -20.776 -16.919 17.964
H -15.803 -15.193 14.236
H -19.120 -14.341 14.639
H -19.168 -10.981 14.682
H -22.519 -11.272 17.314
O -18.670 -10.761 19.396
O -17.673 -12.628 17.706
O -21.196 -11.811 19.464
H -15.501 -14.331 19.627
H -18.644 -11.127 20.293
H -16.613 -11.217 15.571
O -19.653 -11.820 14.650
H -19.071 -15.481 13.602
O -20.116 -13.584 17.804
O -20.764 -16.094 18.486
O -20.697 -14.334 20.423
H -19.020 -12.498 14.924
O -15.644 -15.981 16.572
Zr -16.093 -13.772 16.963
H -22.075 -15.812 16.311
H -20.856 -14.013 21.336
O -17.767 -9.902 15.695
O -22.068 -14.851 16.502
H -17.509 -8.986 15.896
O -18.707 -16.002 20.213
H -18.175 -11.404 18.838
H -22.051 -14.424 15.616
Zr -21.978 -13.903 18.536
H -18.159 -15.505 19.551
O -19.628 -14.766 13.933
O -15.925 -11.942 15.616
H -20.238 -11.513 19.508
H -15.123 -11.146 17.949
O -15.064 -12.102 18.126
H -19.927 -14.974 20.507
H -14.431 -12.183 18.862
O -18.004 -13.886 16.045
H -14.870 -16.494 16.266
P -18.650 -13.803 17.476
H -21.717 -11.036 19.758
O -22.281 -12.205 17.120
H -15.249 -11.691 14.959
O -15.052 -14.559 18.796
H -18.093 -16.428 20.831
H -16.283 -16.649 16.876
H -16.027 -13.694 13.957
H -14.307 -15.134 19.061
O -15.783 -14.319 14.661
H -22.331 -12.276 16.142
O -17.616 -14.731 18.151
*
```

Summary:
Orbital gap ... 5.35 eV
HOMO ... -23.9 eV


A molecular structure, H30O19S. Source: the Open Molecules 2025 dataset; level of theory: ωB97M-V/def2-TZVPD.

```
! wB97M-V def2-TZVPD RIJCOSX def2/J DEFGRID3
* xyz -2 1
H 32.316 7.793 36.250
O 35.692 0.602 39.461
H 34.607 5.212 37.187
H 33.443 2.170 40.465
H 37.439 8.025 39.589
S 35.015 4.034 39.545
H 34.099 6.073 39.026
H 38.559 5.573 38.239
H 37.881 6.868 39.138
O 37.567 7.568 38.727
O 33.100 1.251 40.633
H 33.757 2.383 35.909
H 32.694 4.936 38.315
O 31.608 4.111 41.242
H 35.791 6.883 41.293
O 31.978 7.121 36.917
O 35.618 6.060 41.475
O 33.727 7.010 39.146
H 37.164 4.357 41.325
O 34.380 5.110 38.735
O 34.103 3.559 40.554
H 38.388 2.842 38.039
H 31.598 3.761 42.063
H 34.165 3.659 42.235
O 34.507 5.470 36.287
O 31.919 4.850 37.854
H 38.265 6.196 41.461
H 36.615 4.315 42.900
O 36.271 4.585 40.125
H 32.520 3.837 41.108
H 33.979 4.699 43.468
H 39.260 6.576 42.624
O 37.686 3.042 37.465
H 35.654 1.567 39.144
H 34.252 2.514 37.330
O 37.388 4.253 42.235
H 35.022 6.248 36.361
H 33.195 7.077 38.429
H 32.176 1.303 40.124
O 35.305 2.981 38.590
O 33.582 2.103 36.746
H 31.941 4.485 36.988
O 34.144 3.782 43.209
O 38.396 5.787 39.110
H 35.957 5.419 40.865
H 37.574 5.265 39.265
H 34.749 0.754 39.814
H 32.675 6.357 36.872
O 38.509 7.012 42.177
H 36.896 2.685 37.919
*
```

Summary:
Orbital gap ... 8.18 eV
HOMO ... -3.2 eV


16 unconnected molecules or ions with the total composition H30O19S. Source: the Open Molecules 2025 dataset; level of theory: ωB97M-V/def2-TZVPD.

```
! wB97M-V def2-TZVPD RIJCOSX def2/J DEFGRID3
* xyz -2 1
H -2.517 1.125 1.543
O 1.047 0.562 0.468
H 1.085 0.119 -2.690
H -0.384 -3.395 -1.858
H 2.410 -2.454 -1.591
O -1.098 0.886 -0.400
H 0.662 1.373 1.833
O 0.387 -1.896 3.256
O -1.019 2.108 -2.794
S -0.065 -0.093 -0.199
H 3.637 0.438 1.719
O -0.242 -2.862 -2.635
O 1.323 0.580 -3.465
H -3.677 1.811 2.328
H -1.231 1.746 -1.899
H 1.857 1.469 -0.327
H -3.212 -1.634 1.633
O 2.543 -2.605 0.565
H -1.168 2.893 1.560
H -3.700 -0.420 -1.089
H -0.557 3.794 -0.282
H 2.223 0.043 1.421
O 2.669 -1.699 -2.136
O -2.913 -1.975 0.812
H -1.472 2.115 0.263
H 0.880 -1.260 3.813
O -3.514 0.491 -1.286
O -3.300 0.934 2.045
H 0.403 4.748 0.158
H -0.291 -2.586 0.395
H 1.819 -1.238 -2.052
H -1.960 -1.701 0.745
O -0.264 -3.537 0.267
O 0.172 4.304 -0.657
O 2.339 2.081 -0.916
H -1.194 1.345 -3.371
O 0.352 -0.592 -1.504
H -2.706 0.702 -0.880
H 2.033 -0.001 -3.783
H -0.600 -3.811 1.102
H 0.376 -1.480 2.416
H -0.156 1.462 3.095
O -1.728 2.911 0.743
O 3.033 -0.313 1.828
H 2.706 -1.794 1.049
H 3.118 1.611 -1.222
H 1.888 -3.090 1.051
O -0.505 -1.137 0.683
H 0.139 -2.039 -2.295
O 0.365 1.968 2.516
*
```

Summary:
Orbital gap ... 8.83 eV
HOMO ... -4.1 eV


16 unconnected molecules or ions with the total composition H30O19S. Source: the Open Molecules 2025 dataset; level of theory: ωB97M-V/def2-TZVPD.

```
! wB97M-V def2-TZVPD RIJCOSX def2/J DEFGRID3
* xyz -2 1
H 36.468 11.661 31.297
O 33.228 11.517 26.267
H 36.022 15.572 30.014
H 33.886 14.792 26.118
O 36.804 15.019 30.325
O 39.499 11.404 27.635
H 37.197 11.519 30.042
H 39.567 11.820 26.806
O 36.360 12.112 26.280
H 39.225 10.270 26.153
O 38.096 12.991 24.862
O 36.492 9.945 24.820
H 38.088 9.934 25.210
H 36.212 9.146 25.497
H 38.250 14.330 27.657
H 33.800 13.561 28.577
H 32.376 11.221 26.740
H 35.981 16.207 26.491
H 35.764 15.326 27.447
H 38.516 11.624 27.814
H 38.720 14.168 26.087
H 34.457 13.576 24.535
O 33.068 11.249 29.672
H 39.641 12.170 29.232
O 33.214 14.082 25.792
H 37.095 14.521 29.531
H 36.955 9.002 29.829
O 35.242 15.808 26.897
H 35.400 12.460 24.704
O 37.001 11.554 28.421
O 36.504 13.823 27.900
H 38.882 12.544 30.538
H 37.006 10.102 28.860
O 33.033 14.062 28.928
H 37.251 12.759 25.326
O 39.090 10.060 25.194
S 36.122 12.450 27.643
O 38.961 14.593 27.083
O 39.601 12.820 29.969
H 33.856 11.681 26.932
H 33.409 13.242 26.107
H 33.681 11.645 29.095
O 37.324 11.522 31.074
H 36.228 10.771 25.236
O 35.016 13.024 24.013
H 38.621 12.146 24.631
O 34.770 12.291 28.067
H 32.919 13.591 29.734
O 36.772 9.206 29.010
H 33.450 11.446 30.556
*
```

Summary:
Orbital gap ... 9.28 eV
HOMO ... -4.5 eV


A molecular structure, H31O15. Source: the Open Molecules 2025 dataset; level of theory: ωB97M-V/def2-TZVPD.

```
! wB97M-V def2-TZVPD RIJCOSX def2/J DEFGRID3
* xyz 2 2
H -2.030 -1.139 3.478
H 0.880 -3.492 -3.487
H 2.420 3.162 2.335
H 2.869 -0.603 -3.596
O -1.485 -1.686 -0.155
O 0.339 -3.388 -2.701
H -2.486 2.283 -0.255
O -1.107 1.309 -3.196
H 0.497 -0.250 -1.889
H -1.378 1.102 2.743
O 2.635 -0.530 -2.642
O 0.176 -0.318 -0.959
O 1.340 -1.739 2.871
H -1.095 4.057 0.762
H 1.253 -0.786 2.667
H -2.062 0.309 -2.137
O 3.231 -0.642 0.373
H -3.341 -0.805 2.724
H -0.831 -3.490 3.430
H 3.825 -1.396 0.211
H 2.260 -1.872 2.553
H -0.139 1.211 -3.116
H 0.912 -3.196 -1.961
O 2.498 2.253 2.020
H 0.808 -0.853 -0.476
H -0.485 0.674 1.476
O -2.306 -0.705 -2.291
O -2.014 3.734 0.551
H -3.274 2.074 -1.747
O -0.737 -3.161 2.481
H 3.035 1.875 0.163
H -1.733 -2.609 -0.010
H 3.740 0.004 0.902
H 2.300 2.924 -0.521
H 2.779 0.456 -2.492
H -1.259 2.182 -2.803
H 0.010 -2.425 2.634
H -2.643 4.455 0.624
O -0.507 1.074 2.347
H -1.946 -1.161 -1.184
O -2.873 1.717 -0.939
H -1.626 -1.042 -2.945
H 1.835 1.873 2.632
H -1.599 -1.067 0.570
O 3.047 2.318 -0.689
O -2.382 -0.603 2.761
*
```

Summary:
Orbital gap (spin up / spin down) ... 9.11 / 2.29 eV
HOMO (spin up / spin down) ... -16.0 / -16.0 eV